[1]
An isolated ion of composition C5H7N2 and charge +1, computed with ωB97M-V/def2-TZVPD.

CARTESIAN COORDINATES (ANGSTROEM)
C -0.11 2.02 -0.09
C -0.19 2.39 1.23
C -1.02 -0.11 -0.54
C 1.18 -1.35 -0.06
C -0.31 -1.37 -0.45
N 0.43 3.17 0.37
N -0.45 1.01 -0.71
H -0.65 2.47 2.29
H -2.05 -0.33 -0.80
H 1.54 -2.34 0.11
H 1.33 -0.79 0.76
H 1.79 -1.05 -0.93
H -1.00 -1.86 0.22
H -0.47 -1.87 -1.39

Output
Total charge: +1
Relative energy (zero: lowest compared OMol25 entry of this formula, charge and spin), kcal per mole: 134.3
SMILES: CCC=[N+]=c1cn1
Energy, eV: -8266.952
HOMO-LUMO gap, eV: 10.4
LUMO, Eh: -0.1910

Results of the Mulliken charge analysis, in e, for atoms 1 through 5: 0.58 0.09 -0.14 -1.28 -0.20

[2]
A 8-piece molecular cluster, C24H68N4O8 overall, computed with ωB97M-V/def2-TZVPD.

CARTESIAN COORDINATES (ANGSTROEM)
C -1.87 -8.32 -0.76
C -1.71 -9.83 -1.15
O -0.39 -10.16 -1.48
H -1.66 -7.83 -1.70
H -1.16 -7.90 -0.05
H -2.90 -8.06 -0.51
H -2.57 -10.28 -1.64
H -1.88 -10.30 -0.18
H -0.34 -10.96 -2.02
C -2.38 0.25 -1.79
C -2.62 0.10 -0.34
O -1.60 -0.70 0.25
H -1.52 0.89 -1.97
H -3.31 0.62 -2.22
H -2.46 -0.69 -2.35
H -3.59 -0.35 -0.14
H -2.66 1.07 0.15
H -2.02 -1.10 1.01
C -1.59 2.77 -8.74
C -0.68 3.28 -9.85
O -1.10 4.61 -10.16
H -2.56 2.47 -9.15
H -1.77 3.51 -7.96
H -1.17 1.89 -8.24
H -0.73 2.75 -10.80
H 0.37 3.24 -9.58
H -1.25 5.19 -9.42
C 2.69 -7.50 4.42
C 3.29 -8.64 3.57
O 2.31 -9.68 3.38
H 3.42 -6.70 4.28
H 2.62 -7.78 5.48
H 1.77 -7.18 3.95
H 4.13 -9.15 4.04
H 3.62 -8.24 2.61
H 2.09 -9.84 2.46
C 1.01 6.98 4.77
C 1.47 7.58 6.07
C 3.00 7.46 6.19
O 3.55 8.03 7.38
C 4.88 7.68 7.56
N 1.14 9.03 6.03
H -0.08 7.05 4.78
H 1.31 5.94 4.85
H 1.40 7.43 3.86
H 1.02 7.06 6.91
H 3.50 8.09 5.45
H 3.33 6.43 6.08
H 4.97 6.64 7.26
H 5.15 7.79 8.61
H 5.48 8.30 6.89
H 0.22 9.32 6.32
H 1.74 9.54 6.66
C -2.50 7.90 -3.79
C -1.38 8.72 -4.38
C -0.08 8.02 -4.03
O 1.02 8.81 -4.48
C 1.44 9.64 -3.47
N -1.52 8.70 -5.82
H -2.42 7.97 -2.70
H -2.52 6.82 -3.98
H -3.50 8.29 -3.96
H -1.41 9.77 -4.07
H 0.04 7.11 -4.63
H 0.14 7.68 -3.02
H 1.74 9.11 -2.57
H 0.68 10.39 -3.24
H 2.31 10.14 -3.90
H -2.11 9.47 -6.09
H -0.60 9.08 -5.99
C -3.85 -2.56 6.73
C -5.36 -2.45 6.25
C -5.95 -0.99 6.17
O -6.62 -0.65 7.46
C -7.48 0.45 7.24
N -5.29 -3.19 4.99
H -3.09 -2.25 6.01
H -3.50 -3.57 6.93
H -3.95 -1.98 7.65
H -5.96 -3.01 6.98
H -6.72 -0.99 5.40
H -5.17 -0.34 5.79
H -7.92 0.68 8.21
H -8.19 0.31 6.42
H -6.86 1.33 7.03
H -4.92 -4.10 5.20
H -6.23 -3.41 4.70
C 5.55 -8.04 -6.46
C 5.70 -7.80 -4.96
C 4.62 -7.04 -4.27
O 4.82 -5.67 -4.28
C 4.19 -5.00 -3.17
N 5.92 -9.11 -4.34
H 6.53 -8.32 -6.85
H 5.38 -7.12 -7.02
H 4.97 -8.94 -6.66
H 6.62 -7.26 -4.76
H 4.66 -7.39 -3.24
H 3.65 -7.33 -4.68
H 4.69 -5.44 -2.30
H 3.12 -5.18 -3.07
H 4.29 -3.92 -3.06
H 6.07 -9.79 -5.08
H 5.05 -9.33 -3.89

Output
Total charge: 0
Relative energy (zero: lowest compared OMol25 entry of this formula, charge and spin), kcal per mole: 118.3
SMILES: COC[C@H](C)N.COC[C@H](C)N.COC[C@H](C)N.COC[C@H](C)N.CCO.CCO.CCO.CCO
Energy, eV: -48323.998
HOMO-LUMO gap, eV: 9.7
LUMO, Eh: 0.0161

Results of the Mulliken charge analysis, in e, for atoms 1 through 5: -0.94 -0.32 -0.51 0.25 0.27

[3]
C19H18BCrN8Se2 as an isolated structure, computed with ωB97M-V/def2-TZVPD.

CARTESIAN COORDINATES (ANGSTROEM)
Cr 0.57 0.53 -0.17
C -3.51 -0.21 0.78
C -2.32 -0.74 0.28
N -1.33 0.15 0.42
N -1.87 1.26 1.00
C -3.18 1.05 1.23
B -0.95 2.44 1.45
N 0.18 1.85 2.29
C 0.52 2.05 3.58
C 1.44 1.09 3.94
C 1.62 0.31 2.80
N 0.85 0.77 1.81
N -0.20 3.03 0.06
C -0.32 4.47 -0.24
C 0.82 4.24 -2.66
C 1.11 2.95 -2.71
N 0.81 2.09 -1.59
H -4.47 -0.69 0.81
H -2.14 -1.70 -0.18
H -3.79 1.80 1.70
H -1.54 3.31 2.00
H 0.08 2.85 4.15
H 1.92 0.97 4.90
H 2.26 -0.55 2.65
H -0.20 5.07 0.65
H 1.07 4.84 -3.53
H 1.58 2.47 -3.56
Se 2.82 3.10 0.33
Se 3.86 0.85 -0.91
C 3.18 -0.83 -0.33
C 4.06 -1.89 -0.17
C 3.58 -3.14 0.18
C 2.22 -3.30 0.42
C 1.40 -2.21 0.28
N 1.86 -1.00 -0.11
C 1.21 2.50 -0.22
C 0.18 5.01 -1.55
C -1.34 4.86 -1.27
C -2.05 3.78 -1.97
C -1.66 2.52 -1.91
N -0.56 2.17 -1.07
H 5.12 -1.72 -0.32
H 4.25 -3.98 0.29
H 1.80 -4.26 0.71
H 0.34 -2.28 0.50
H 0.54 6.03 -1.48
H -1.89 5.77 -1.10
H -2.93 4.03 -2.55
H -2.14 1.68 -2.40

Output
Total charge: +2
2S+1: 4
Relative energy (zero: lowest compared OMol25 entry of this formula, charge and spin), kcal per mole: 33.7
Energy, eV: -191687.690
HOMO-LUMO gap (spin up / spin down), eV: 6.0 / 6.3
LUMO (spin up / spin down), Eh: -0.3016 / -0.3002

Results of the Mulliken charge analysis, in e, for atoms 1 through 5: 0.53 -1.11 -0.45 0.18 0.31

[4]
C27H50BN3O2P2RuSSe4 as an isolated structure, computed with ωB97M-V/def2-TZVPD.

CARTESIAN COORDINATES (ANGSTROEM)
Ru -0.09 -0.17 -0.86
C 0.95 0.06 -5.78
C 0.13 0.37 -4.53
C 0.49 1.78 -4.06
C -1.37 0.37 -4.87
P 0.44 -0.78 -3.08
C 2.30 -1.01 -3.14
N 2.67 -1.28 -1.77
B 1.74 -0.99 -0.71
N 2.34 -1.54 0.48
C 1.69 -1.42 1.75
P -0.02 -0.81 1.30
C -0.91 -0.61 2.90
C -0.61 -1.73 3.89
C -0.47 0.74 3.48
C -2.41 -0.57 2.58
C -4.54 2.44 2.95
C -5.08 2.81 4.29
C -5.43 1.79 1.96
C -3.29 3.08 2.46
C 3.55 -2.13 0.14
C 4.48 -2.80 0.91
C 5.61 -3.33 0.28
C 5.80 -3.19 -1.08
C 4.86 -2.51 -1.87
C 3.75 -1.98 -1.26
C -0.19 -2.50 -3.50
C -0.02 -2.93 -4.96
C -1.67 -2.58 -3.12
C 0.59 -3.50 -2.64
H 0.82 0.88 -6.50
H 0.65 -0.86 -6.28
H 2.02 -0.01 -5.57
H 0.34 2.47 -4.90
H 1.52 1.86 -3.73
H -0.15 2.11 -3.24
H -1.57 1.17 -5.59
H -1.97 0.56 -3.97
H -1.70 -0.57 -5.31
H 2.77 -0.09 -3.51
H 2.58 -1.83 -3.80
H 2.17 -0.66 2.40
H 1.66 -2.37 2.30
H 0.43 -1.72 4.22
H -0.84 -2.71 3.46
H -1.24 -1.61 4.78
H 0.60 0.76 3.70
H -1.01 0.93 4.41
H -0.67 1.56 2.78
H -2.76 -1.55 2.24
H -2.63 0.15 1.79
H -2.96 -0.28 3.48
H -5.78 2.06 4.66
H -5.62 3.77 4.26
H -4.28 2.93 5.03
H -6.13 1.10 2.43
H -4.85 1.26 1.20
H -6.04 2.54 1.42
H -2.63 3.38 3.27
H -3.50 3.97 1.85
H -2.74 2.40 1.79
H 4.33 -2.91 1.98
H 6.35 -3.86 0.87
H 6.68 -3.61 -1.55
H 5.02 -2.39 -2.94
H -0.66 -2.37 -5.64
H -0.30 -3.98 -5.04
H 1.02 -2.84 -5.30
H -2.28 -1.89 -3.71
H -1.83 -2.34 -2.07
H -2.03 -3.60 -3.28
H 1.60 -3.67 -3.03
H 0.06 -4.46 -2.64
H 0.68 -3.18 -1.60
Se 1.29 1.78 -0.66
Se -0.22 3.31 0.31
Se -1.96 3.16 -1.23
Se -2.57 0.91 -1.03
C 2.67 5.18 4.16
C 1.66 4.06 4.02
C 0.52 4.05 5.02
O 1.73 3.25 3.14
H 3.12 5.16 5.16
H 2.17 6.14 4.04
H 3.44 5.07 3.40
H -0.17 4.85 4.76
H 0.88 4.23 6.03
H 0.00 3.10 4.96
O -1.52 -4.30 -0.34
S -0.70 -3.54 0.63
N -0.76 -1.99 0.35

Output
Total charge: -1
2S+1: 2
Relative energy (zero: lowest compared OMol25 entry of this formula, charge and spin), kcal per mole: 0.0
Energy, eV: -331437.606
HOMO-LUMO gap (spin up / spin down), eV: 4.9 / 4.9
LUMO (spin up / spin down), Eh: 0.0488 / 0.0488

Results of the Mulliken charge analysis, in e, for atoms 1 through 5: -0.85 -1.80 2.23 -1.61 -1.64

[5]
A 2-piece molecular cluster, C9H16N2O2 overall, computed with ωB97M-V/def2-TZVPD.

CARTESIAN COORDINATES (ANGSTROEM)
C -2.48 0.85 -0.29
C -3.11 -0.50 -0.78
C -2.64 -1.61 -0.43
C -1.24 -0.64 1.42
C 1.99 -1.97 -0.88
C 1.90 -0.97 0.21
C 1.45 0.25 -0.44
C 1.63 1.57 0.57
C 0.86 2.75 -0.11
H -1.90 1.43 1.61
H -4.14 -0.50 -1.43
H -2.91 -2.56 -1.01
H -1.25 -2.58 0.91
H 0.96 -2.51 -1.03
H 2.24 -1.54 -1.77
H 2.77 -2.75 -0.53
H 2.90 -0.77 0.29
H 1.44 -1.11 1.22
H 2.09 0.45 -1.35
H 0.53 0.17 -0.68
H 2.63 2.01 0.70
H 1.07 1.26 1.42
H -0.18 2.37 -0.76
H 0.69 3.48 0.73
H 1.56 3.02 -0.94
N -1.99 0.55 0.97
N -1.50 -1.60 0.54
O -2.81 1.95 -0.54
O -0.57 -0.49 2.40

Output
Total charge: 0
Relative energy (zero: lowest compared OMol25 entry of this formula, charge and spin), kcal per mole: 122.0
SMILES: O=c1cc[nH]c(=O)[nH]1.CCCCC
Energy, eV: -16664.015
HOMO-LUMO gap, eV: 10.4
LUMO, Eh: 0.0165

Results of the Mulliken charge analysis, in e, for atoms 1 through 5: 0.48 -0.38 -0.24 0.08 -1.34

[6]
A 2-piece molecular cluster, C6H7N3O3 overall, computed with ωB97M-V/def2-TZVPD.

CARTESIAN COORDINATES (ANGSTROEM)
C 1.01 -1.80 0.35
C 2.36 -2.02 0.51
C -1.59 -0.31 -0.72
C -1.65 0.87 0.07
C 2.27 -0.13 -0.35
C -2.85 1.22 0.92
N 0.94 -0.56 -0.22
N 3.15 -1.01 0.16
N 2.41 1.15 -0.98
O 3.50 1.43 -1.43
O 1.35 1.76 -0.97
O -1.89 0.75 -1.43
H 0.18 -2.44 0.60
H 2.79 -2.88 0.91
H -1.82 -1.33 -1.04
H -0.79 1.51 0.47
H -3.68 0.59 0.52
H -3.22 2.32 0.67
H -2.47 0.89 1.95

Output
Total charge: 0
Relative energy (zero: lowest compared OMol25 entry of this formula, charge and spin), kcal per mole: 170.8
Energy, eV: -16939.587
HOMO-LUMO gap, eV: 6.0
LUMO, Eh: -0.0758

Results of the Mulliken charge analysis, in e, for atoms 1 through 5: -0.16 -0.53 0.07 0.36 -0.05

[7]
A 2-piece molecular cluster, C3H7NO4 overall, computed with ωB97M-V/def2-TZVPD.

CARTESIAN COORDINATES (ANGSTROEM)
C -0.17 1.61 -1.10
C -0.47 0.22 -0.64
N -1.77 -0.14 -0.60
O 0.41 -0.73 -0.76
H -1.96 -1.08 -0.28
H -2.48 0.55 -0.44
H -0.89 2.33 -0.68
H 0.83 1.89 -0.78
H -0.22 1.64 -2.19
C 0.79 -0.82 1.12
O 0.20 -1.96 1.55
O 2.13 -1.00 1.12
O 0.27 0.30 1.42
H 2.51 -0.13 0.91
H 0.82 -2.68 1.34

Output
Total charge: 0
Relative energy (zero: lowest compared OMol25 entry of this formula, charge and spin), kcal per mole: 38.2
SMILES: CC(N)=O.O=C(O)O
Energy, eV: -12904.330
HOMO-LUMO gap, eV: 10.5
LUMO, Eh: 0.0277

Results of the Mulliken charge analysis, in e, for atoms 1 through 5: -1.16 0.97 -0.35 -0.65 0.26

[8]
C26H44Cl2O2P2Pt as an isolated structure, computed with ωB97M-V/def2-TZVPD.

CARTESIAN COORDINATES (ANGSTROEM)
Pt 0.03 1.66 -0.09
C 0.84 0.36 3.98
C 1.58 0.64 2.84
C -0.28 2.04 2.89
C -0.33 1.19 3.98
C 0.82 1.72 1.97
C 1.14 -0.62 5.05
H 2.18 -0.98 5.05
H 0.47 -1.49 4.97
H 0.97 -0.14 6.02
C -1.37 1.24 5.04
H -1.07 0.62 5.90
H -2.32 0.86 4.63
H -1.55 2.27 5.39
C -1.18 3.18 2.75
H -1.08 3.81 3.65
H -2.24 2.91 2.68
H -0.92 3.80 1.89
C 1.78 2.86 1.79
H 2.38 3.04 2.71
H 1.24 3.77 1.50
H 2.44 2.64 0.95
C 3.01 0.36 2.68
H 3.60 1.05 3.32
H 3.32 0.49 1.65
H 3.29 -0.66 2.97
C -0.39 -1.06 0.59
C 0.35 -1.65 1.54
C 1.65 -2.28 1.26
C 2.53 -1.67 0.05
C 2.43 -0.34 -0.48
C 1.45 0.22 -1.32
C 0.37 -0.65 -1.87
C -0.33 -1.53 -0.82
H 1.41 -3.32 0.92
H 2.36 -2.34 -0.80
H 2.25 -2.33 2.18
H 0.13 -2.54 -0.75
H -1.32 -0.50 0.92
H 0.04 -1.54 2.58
H -1.38 -1.68 -1.14
H -0.46 0.00 -2.29
H 1.88 0.97 -2.04
H 0.78 -1.25 -2.73
H 3.57 -1.74 0.42
H 3.21 0.37 -0.22
P -0.88 -1.56 -4.12
P -0.34 1.81 -3.73
C -0.63 -0.48 -5.55
C -1.02 1.00 -5.29
H -1.22 -0.89 -6.41
H 0.44 -0.56 -5.86
H -0.68 1.61 -6.14
H -2.11 1.07 -5.24
C -1.16 3.41 -4.14
H -0.70 4.20 -3.54
H -2.22 3.31 -3.89
H -1.07 3.64 -5.22
C 1.36 2.11 -4.44
H 1.30 2.30 -5.52
H 1.98 1.21 -4.26
H 1.80 2.98 -3.92
C -2.65 -2.04 -4.06
H -2.80 -2.70 -3.19
H -2.98 -2.55 -4.97
H -3.25 -1.13 -3.92
C 0.08 -3.02 -4.64
H 0.94 -2.71 -5.25
H -0.50 -3.75 -5.23
H 0.48 -3.54 -3.76
Cl -4.01 -1.25 5.78
C -3.50 -2.50 4.64
Cl -4.77 -3.01 3.54
C -2.28 -1.90 3.82
O -1.20 -2.45 4.16
O -2.53 -1.02 2.98
H -3.16 -3.36 5.22

Output
Total charge: +2
2S+1: 5
Energy, eV: -78615.377
HOMO-LUMO gap (spin up / spin down), eV: 4.8 / 3.3
LUMO (spin up / spin down), Eh: -0.2742 / -0.3269

Results of the Mulliken charge analysis, in e, for atoms 1 through 5: 1.03 -0.22 0.50 0.46 1.47

[9]
One molecule with the formula C18H28N2O2, computed with ωB97M-V/def2-TZVPD.

CARTESIAN COORDINATES (ANGSTROEM)
C -2.24 3.63 -2.26
C -1.83 3.05 -1.15
C -0.69 3.55 -0.31
N 0.32 2.52 -0.14
C 0.37 1.62 0.87
O 1.23 0.75 0.89
C -0.66 1.77 1.98
C -0.75 0.55 2.89
C -1.84 -0.44 2.45
C -1.43 -1.25 1.22
C -0.63 -2.47 1.65
O -0.92 -3.09 2.66
N 0.38 -2.88 0.84
C 0.82 -2.18 -0.35
C -0.18 -2.24 -1.47
C -0.51 -1.22 -2.23
H -1.22 -1.30 -3.04
H -0.07 -0.24 -2.08
H -0.64 -3.21 -1.62
H 1.73 -2.69 -0.69
H 1.08 -1.15 -0.11
C 1.10 -4.09 1.19
C 0.87 -5.18 0.19
C 1.82 -5.79 -0.49
H 1.62 -6.57 -1.20
H 2.86 -5.54 -0.34
H -0.17 -5.43 0.03
H 0.72 -4.40 2.17
H 2.17 -3.87 1.28
H -0.88 -0.63 0.53
H -2.32 -1.63 0.72
H -2.76 0.11 2.25
H -2.04 -1.14 3.26
H -0.98 0.88 3.91
H 0.21 0.04 2.91
H -1.64 1.99 1.56
H -0.34 2.64 2.57
C 1.27 2.41 -1.24
C 2.17 3.60 -1.29
C 2.33 4.36 -2.36
H 3.00 5.21 -2.37
H 1.81 4.16 -3.28
H 2.70 3.82 -0.37
H 1.86 1.51 -1.05
H 0.72 2.30 -2.18
H -1.05 3.88 0.66
H -0.21 4.40 -0.80
H -2.30 2.14 -0.79
H -3.06 3.24 -2.84
H -1.78 4.53 -2.63

Output
Total charge: 0
Relative energy (zero: lowest compared OMol25 entry of this formula, charge and spin), kcal per mole: 99.6
SMILES: C=CCN(CC=C)C(=O)CCCCC(=O)N(CC=C)CC=C
Energy, eV: -26193.846
HOMO-LUMO gap, eV: 9.7
LUMO, Eh: 0.0285

Results of the Mulliken charge analysis, in e, for atoms 1 through 5: -0.86 0.17 -1.11 0.37 0.76

[10]
A 2-piece molecular cluster, C3H11N2S overall, computed with ωB97M-V/def2-TZVPD.

CARTESIAN COORDINATES (ANGSTROEM)
C 0.16 1.86 -0.34
C 0.61 1.03 -1.34
N 0.12 -0.39 -1.35
N 0.65 3.12 -0.18
H -0.74 1.61 0.33
H 1.46 1.23 -1.97
H 0.65 -1.05 -0.80
H -0.80 -0.43 -0.90
H 0.00 -0.82 -2.32
H 1.55 3.36 -0.49
H 0.45 3.46 0.73
C -0.52 -2.12 0.96
S -1.61 -2.81 2.30
H -1.09 -2.35 0.02
H -0.37 -1.07 1.18
H 0.49 -2.57 0.89
H -1.01 -2.08 3.29

Output
Total charge: +1
Relative energy (zero: lowest compared OMol25 entry of this formula, charge and spin), kcal per mole: 47.4
Energy, eV: -17096.958
HOMO-LUMO gap, eV: 9.0
LUMO, Eh: -0.1264

Results of the Mulliken charge analysis, in e, for atoms 1 through 5: 0.03 -0.39 -0.36 -0.43 0.23